<1>
90
Properties=species:S:1:pos:R:3:mulliken_charge:R:1 method="wB97M-V/def2-TZVPD" spin_multiplicity=3 molar_mass_g_mol=800.68 total_charge=+2
H -3.53811 -3.79292 2.90933 0.43
H -0.93170 -1.25200 7.10633 0.35
H -1.21797 2.11368 5.90330 0.34
H 5.17364 0.33276 -0.11595 0.39
C 2.78563 3.45280 -2.15901 -0.42
P 2.17671 -0.00581 -0.07451 1.01
H 3.91068 2.14475 1.35021 0.51
H 2.46691 3.80441 -3.14299 0.39
H -3.55874 -5.28212 -1.14099 0.44
H 2.19158 1.86016 -4.26631 1.14
C -3.19024 -3.74647 1.88020 -0.61
H 0.40114 2.48306 -5.98745 0.44
H -1.92262 -2.05177 2.24412 0.04
C 0.16324 -0.83484 -4.97802 -1.74
H -2.27379 1.78111 -2.88085 0.59
C -1.83719 -2.66159 0.18620 0.81
C 2.90875 1.64459 -0.53008 0.20
H 2.57342 -1.53468 -1.99022 0.79
H -2.91409 2.18696 5.42894 0.33
C 3.54402 4.26531 -1.30137 -0.75
C 1.19779 1.38077 -4.36006 -0.92
H -4.44165 -5.36366 1.18849 0.42
H 0.24786 3.27284 -4.42542 0.30
C -2.26562 -2.78300 1.51902 -0.20
H -0.94563 -2.13583 -3.63851 -0.08
P -0.75264 -1.29725 -0.26223 -0.41
H 6.97885 -1.23490 0.58907 0.42
H -0.13160 -0.34749 -5.91630 0.38
C -1.68495 -0.18734 -3.31355 -0.58
H 4.03101 -3.81958 2.40279 0.43
H -3.57222 -0.48039 0.04124 0.50
C -1.72378 0.43492 -0.63817 0.59
C 4.92622 -0.58413 0.42023 -0.61
C 3.59964 2.49117 0.35772 -0.38
H -1.88838 -1.51232 -4.96417 0.55
H 4.38423 4.48537 0.67633 0.45
C -1.71145 1.13448 -3.56166 -0.14
H 6.38443 -3.37940 1.72030 0.40
H -3.67129 3.81936 -0.26092 0.49
C 2.43502 2.17633 -1.73197 0.95
H 0.68550 -1.77316 -5.23481 0.53
C 3.88070 3.81120 -0.02139 -0.92
C -3.07486 0.45867 -0.21337 -0.08
H -2.46081 1.50381 6.99550 0.33
C 1.73245 -1.17163 -1.38559 -1.71
Si -2.04133 -0.12174 5.16406 0.03
C -3.73919 1.66812 -0.09774 -0.75
H -1.82501 -3.59340 -1.76664 0.25
H 0.27586 -0.59354 5.99479 0.34
H -1.31168 3.88863 -1.06071 0.48
H -4.47232 -0.53760 4.91890 0.32
H 0.75817 1.11123 3.22838 0.30
H 1.78289 1.54295 -2.32857 -1.30
W -0.09142 0.75262 0.63279 1.95
C 0.16557 2.29487 -4.92419 -1.03
C -3.09673 2.88284 -0.32903 -0.90
C 1.12880 0.04377 -4.24922 0.33
C 5.93492 -1.46994 0.80815 -0.66
C 0.49601 -1.76320 -1.44090 0.13
H -0.25458 1.78236 -1.76444 0.03
C -3.68089 -4.63285 0.91200 -0.59
C 4.28337 -2.92178 1.83843 -0.64
H 0.26861 -2.63712 -2.06112 0.98
C 1.20616 1.42452 2.27198 -1.43
H 1.03673 2.51650 2.13108 0.54
H 2.23141 -2.21480 1.74980 0.40
C 3.58331 -0.88465 0.72368 0.72
H 3.84116 5.25781 -1.64150 0.43
H -2.34499 -0.59923 -2.53950 1.16
C -3.18874 -4.57634 -0.39891 -0.71
C 5.60994 -2.65630 1.47468 -0.56
H -0.57165 -2.09094 5.59018 0.35
H -4.78925 1.68780 0.23678 0.45
C -1.21134 0.09429 2.21061 0.23
H 2.28464 1.22950 2.27569 0.24
H -3.60739 -2.06095 5.19568 0.27
H -1.93847 2.67130 -5.01082 0.45
H -3.89655 -0.95288 6.55423 0.34
C -0.99421 1.74694 -0.95591 -0.02
H 1.96931 -0.49660 -3.80384 0.76
C -1.77385 2.93922 -0.74478 -0.66
C -1.29739 1.78802 -4.84695 -1.17
C -3.65808 -1.00595 5.48532 -0.97
C -1.71671 -0.02344 3.35411 -0.05
C 3.27473 -2.03304 1.47837 -0.53
C -2.23928 -3.62221 -0.76175 -0.51
C -2.16776 1.57201 5.94503 -1.04
H -1.47464 1.11072 -5.69463 0.34
C -1.12231 -1.22333 -4.22136 -0.59
C -0.69595 -1.10048 6.04428 -1.07

<2>
90
Properties=species:S:1:pos:R:3:mulliken_charge:R:1 method="wB97M-V/def2-TZVPD" spin_multiplicity=3 molar_mass_g_mol=800.68 total_charge=+2
C -1.92977 3.02822 -1.35628 -0.32
C -1.38721 -0.46155 -5.26105 -0.82
C -3.20497 -4.53936 2.07240 -0.65
P -0.39932 -1.79037 0.79797 1.82
C 0.59555 1.77150 2.55358 -1.02
C -0.22748 -0.56484 3.26827 -1.71
H -2.29740 5.36864 1.74173 0.45
C -1.26313 2.74036 -0.15668 0.20
C 2.62059 -4.50842 1.45159 -0.74
C 1.58702 -3.59168 1.66402 -0.17
Si 0.73618 3.51418 5.06909 -0.22
C 1.10148 -0.46253 -4.92719 -0.41
H -0.64172 -1.55465 3.48692 0.58
H 3.25442 -4.80881 2.28404 0.44
C -2.69893 4.19069 -1.44988 -0.60
C -1.53381 -2.00345 -5.28258 -1.14
H -3.20276 4.43168 -2.38649 0.45
H -5.25382 -4.16622 2.67020 0.40
H 3.66923 -5.72902 0.00685 0.42
H 2.01335 0.00323 -4.53208 0.40
H 3.23022 3.36689 4.90587 0.32
H 0.62737 5.93204 5.61902 0.34
H 4.98400 2.70305 -1.92249 0.44
C 2.84067 -5.03636 0.17544 -0.69
C 0.26088 -3.23023 -4.01351 -0.60
C -1.41981 3.57404 0.95947 -0.31
C -2.82015 5.04473 -0.34344 -0.64
C -4.17074 -2.32566 2.30980 -0.71
C 3.98379 2.47250 -1.55217 -0.76
C -1.89484 -2.58377 1.51002 0.37
C 2.01081 -4.66586 -0.88757 -0.20
H -2.23413 -0.04417 -4.68961 0.27
C 1.65144 3.07667 -1.30695 -0.80
H 1.26387 -3.83780 -5.78073 0.31
C 1.34502 -1.68190 -5.77705 -0.92
H 1.41924 -3.17703 2.66091 0.45
H 0.52796 -3.94902 -3.23980 0.74
C -4.30226 -3.71979 2.37074 -0.56
H -3.28882 -5.62284 2.15919 0.43
C 2.94394 3.39241 -1.74353 -0.63
H 2.35203 -1.57992 -6.21107 0.49
H 1.20665 5.70014 3.95213 0.32
H -0.83303 0.33789 -2.27223 -0.09
H -0.93916 0.22716 3.54104 0.44
C -1.99750 -3.97689 1.64917 -0.59
H -1.58163 -1.93726 -1.39284 0.71
C 3.75272 1.25968 -0.88535 -0.93
C 0.49567 5.33506 4.70599 -0.88
C 2.47011 0.93470 -0.42137 -0.05
H 3.13012 4.34800 -2.23652 0.46
C -0.10110 0.07905 -4.70143 -0.30
C -0.98130 -2.74207 -4.09647 -0.07
H -1.71367 -2.92855 -3.30414 0.69
C -0.55702 2.91374 6.29648 -1.00
C 1.34023 -3.03447 -5.02559 -0.94
H -2.87990 -0.66769 1.81752 0.33
H -5.00575 -1.67840 2.58658 0.42
C -2.19138 4.72345 0.86726 -0.65
H -0.51731 5.52095 4.32141 0.25
H 2.28725 -0.05684 0.17172 0.28
H 4.57783 0.56287 -0.72640 0.50
H 2.72649 3.55038 6.60593 0.35
H 0.83204 3.78777 -1.43969 0.44
H 2.16669 -5.09992 -1.87686 0.49
C 0.78770 -3.18548 0.58675 -0.42
C 0.48686 2.57241 3.51201 0.97
H -0.91252 3.32331 1.88810 0.02
H -1.11815 -2.39348 -6.22050 0.36
H -0.43446 1.84007 6.49170 0.33
C -0.98960 -1.22471 -0.80799 -1.06
P -0.19679 1.29167 -0.04384 1.11
H -0.50525 3.44441 7.25759 0.36
C 2.47459 3.07078 5.64939 -0.96
C -0.76341 0.04679 -1.21895 -0.12
H 2.55931 1.98088 5.78215 0.29
H -1.51065 -0.10770 -6.30223 0.36
C 0.98823 -3.73577 -0.68525 -0.02
H 0.73265 -0.42384 3.82346 0.61
C -2.97164 -1.75584 1.88211 -0.25
W 0.88511 0.03538 1.53016 1.55
H 0.63859 -1.73370 -6.61523 0.32
C 1.43007 1.83073 -0.70690 0.85
H -1.56120 3.06217 5.87519 0.32
H -3.42063 5.95255 -0.41551 0.41
H -0.18877 1.03544 -4.17810 0.68
H 2.32165 -3.16230 -4.54004 0.36
H -1.14861 -4.62118 1.41039 0.43
H -1.84534 2.34166 -2.20159 0.29
H -2.61560 -2.20773 -5.31042 0.44
H 0.34282 -3.41084 -1.49581 -0.16

Quick one: least stable of them? <1>

<1>
10
Properties=species:S:1:pos:R:3:nbo_charge:R:1 method="wB97M-V/def2-TZVPD" molar_mass_g_mol=110.52 smiles=F[C@@H](Cl)[C@H]1CO1
H -1.48100 0.08204 -0.55686 0.18
H 0.90622 0.61670 1.30933 0.21
C -1.05455 -0.01911 0.43926 0.12
Cl -1.79114 0.98848 1.57635 0.01
H 0.40736 -0.75111 -1.58111 0.19
F -1.24813 -1.37537 0.66747 -0.35
C 1.02386 -0.27486 -0.83660 -0.12
H 1.94216 -0.79639 -0.52795 0.19
O 0.85209 1.14848 -0.82187 -0.46
C 0.44314 0.38115 0.33198 0.01

<2>
10
Properties=species:S:1:pos:R:3:nbo_charge:R:1 method="wB97M-V/def2-TZVPD" molar_mass_g_mol=110.52 smiles="OC/C(F)=C/Cl"
H -0.27116 1.82197 -1.83082 0.48
C -0.68785 0.49009 -0.50916 -0.12
C 1.09006 -0.64921 0.84514 -0.30
H 1.77787 0.17478 0.66281 0.24
H -1.32938 1.05151 0.24600 0.18
Cl 1.67166 -1.94236 1.88277 -0.01
O 0.23300 1.33700 -1.14662 -0.70
F -1.02366 -1.57752 0.67799 -0.31
C -0.12304 -0.64022 0.35789 0.36
H -1.33749 -0.06605 -1.18600 0.19

Quick one: least stable of them? <1>

<1>
10
Properties=species:S:1:pos:R:3:nbo_charge:R:1 method="wB97M-V/def2-TZVPD" molar_mass_g_mol=110.52 smiles="O=CC[C@H](F)Cl"
C 0.56198 0.07439 -0.16848 -0.58
H 0.31563 -2.10302 0.42924 0.20
H 0.97728 -0.32006 -1.03644 0.25
C -0.31557 -1.12149 0.23564 0.23
H 0.74788 2.29357 -0.50811 0.10
F -1.22566 -1.50785 -0.76723 -0.35
H 1.48640 0.21725 0.49493 0.25
Cl -1.18167 -0.81224 1.84856 -0.08
O -1.25739 1.77739 -0.23856 -0.48
C -0.10889 1.50207 -0.28954 0.47

<2>
10
Properties=species:S:1:pos:R:3:nbo_charge:R:1 method="wB97M-V/def2-TZVPD" molar_mass_g_mol=110.52
C -0.95434 0.11193 0.06572 -0.06
H 0.17871 1.86287 -0.11078 0.24
C 1.49750 0.04378 -0.21812 0.36
O -0.86613 -1.20811 -0.39681 -0.71
F 2.66075 0.76958 -0.13960 -0.33
H -1.91137 0.76666 -0.39814 0.18
Cl 1.76826 -1.70079 -0.05266 0.04
C 0.35551 0.80711 -0.24582 -0.34
H -0.95089 0.27497 1.43650 0.15
H -1.77801 -1.72800 0.05971 0.48

Quick one: least stable of them? <2>